1.
Molecular formula: C4H4O2S
Method: DFT, wB97M-V/def2-TZVPD

Results
Structure (SMILES): C=CC=O.O=C=S
Energy relative to the best compared isomer or geometry (same formula, charge and spin), eV: 1.534

Last column: Löwdin charge in e.
CARTESIAN COORDINATES (ANGSTROEM)
C 1.670892 0.070694 0.233608  0.0494
C 0.574191 -0.554630 -0.170085  -0.1517
C -0.380084 -1.115971 0.805925  -0.2970
O -0.142864 -1.950987 1.624566  0.0848
H 1.822920 0.233659 1.236426  0.0440
H 2.361826 0.631938 -0.372785  0.0681
H 0.217093 -0.689996 -1.172313  0.1029
H -1.341600 -0.680286 0.593971  0.0353
O -0.392011 1.659401 -1.241462  0.0936
C -1.484058 1.466863 -0.913397  -0.8600
S -2.906304 0.929315 -0.624453  0.8305

Atomic forces in eV per Å
C -0.534 0.172 -1.905
C 1.003 -0.547 0.697
C 0.745 0.121 -0.940
O -0.056 -0.348 0.835
H 0.358 -0.076 2.393
H -0.003 -0.220 -0.593
H 0.315 0.190 -0.597
H -1.274 -0.178 0.587
O -0.731 1.058 0.244
C 1.111 -0.506 -1.049
S -0.935 0.333 0.328



2.
Molecular formula: C4H4O3
Method: DFT, wB97M-V/def2-TZVPD

Results
Energy relative to the best compared isomer or geometry (same formula, charge and spin), eV: 2.517

Last column: Löwdin charge in e.
CARTESIAN COORDINATES (ANGSTROEM)
O -2.976968 -1.478956 0.604321  0.0645
C -2.358398 -0.602483 0.237191  0.0415
O 0.019181 -1.607970 1.176803  0.0323
C 0.414709 -0.466981 1.170981  -0.2274
C 0.945383 0.234131 -0.048448  -0.2714
C 0.341705 0.764518 -1.272041  -0.0994
O 0.761517 1.624311 -0.215537  -0.0328
H 1.985416 -0.089312 -0.133113  0.1501
H 0.597129 0.089967 2.113524  0.1385
H -0.723317 0.761305 -1.487364  0.0906
H 0.993642 0.771469 -2.146317  0.1136

Atomic forces in eV per Å
O 0.638 0.976 -0.423
C -1.013 -0.965 0.357
O 0.211 0.597 0.027
C -0.012 -0.451 -0.079
C 0.300 -0.203 0.032
C -0.054 -0.148 -0.216
O 0.095 0.190 0.157
H 0.118 0.067 -0.161
H -0.266 0.022 -0.065
H 0.148 -0.180 0.293
H -0.165 0.096 0.078



3.
Molecular formula: C4H4O3
Method: DFT, wB97M-V/def2-TZVPD

Results
Structure (SMILES): O=CC1(C=O)CO1
Energy relative to the best compared isomer or geometry (same formula, charge and spin), eV: 2.238

Last column: Löwdin charge in e.
CARTESIAN COORDINATES (ANGSTROEM)
O 1.445971 0.502606 1.775736  0.0933
C 0.808586 -0.360916 1.227601  -0.1437
C 0.059761 -0.122329 -0.067907  -0.3654
C -1.189186 -0.920058 -0.263351  -0.1662
O -1.726700 -1.490360 0.655350  0.0818
C 0.222246 1.163017 -0.762015  -0.0565
O 0.889364 0.006907 -1.221420  0.0209
H 0.752563 -1.391827 1.621080  0.1389
H -1.586545 -0.945284 -1.298511  0.1440
H -0.575290 1.526993 -1.409016  0.1265
H 0.848524 1.911723 -0.280589  0.1264

Atomic forces in eV per Å
O -0.258 -0.402 -0.271
C 0.272 0.263 0.204
C -0.090 -0.006 0.176
C -0.167 -0.147 0.295
O 0.193 0.231 -0.432
C -0.128 0.275 -0.015
O 0.118 -0.102 -0.121
H 0.000 0.125 0.013
H 0.063 -0.008 0.094
H 0.087 -0.081 0.107
H -0.088 -0.147 -0.050



4.
Molecular formula: C4H4O3
Method: DFT, wB97M-V/def2-TZVPD

Results
Energy relative to the best compared isomer or geometry (same formula, charge and spin), eV: 3.887

Last column: Löwdin charge in e.
CARTESIAN COORDINATES (ANGSTROEM)
C 1.351820 -1.027576 -0.530343  0.0088
C 0.989732 0.399000 -0.244079  -0.5024
O 1.521232 1.402134 -0.605466  0.1191
C -0.765425 0.458669 0.198735  -0.0169
O 0.133804 0.472436 1.098256  0.1109
C -2.181577 0.744513 0.577564  -0.2096
O -2.921818 -0.133931 0.953568  0.0687
H 2.345026 -1.213398 -0.109233  0.1008
H 1.411660 -1.151516 -1.613662  0.0997
H 0.635774 -1.735552 -0.115636  0.0896
H -2.520227 1.785222 0.390296  0.1314

Atomic forces in eV per Å
C -0.024 -0.060 -0.022
C 0.705 0.356 -0.388
O -0.340 -0.553 0.260
C -0.107 0.035 0.400
O -0.325 0.018 -0.280
C -0.232 -0.289 0.069
O 0.345 0.382 -0.148
H -0.122 0.070 -0.028
H -0.026 0.033 0.146
H 0.088 0.124 -0.051
H 0.038 -0.115 0.042



5.
Molecular formula: C4H4O3
Method: DFT, wB97M-V/def2-TZVPD

Results
Structure (SMILES): O=C[C@@H]1C=COO1
Energy relative to the best compared isomer or geometry (same formula, charge and spin), eV: 5.151

Last column: Löwdin charge in e.
CARTESIAN COORDINATES (ANGSTROEM)
O 2.742782 -0.061469 -0.284464  0.1043
C 1.970475 0.797936 -0.281935  -0.2340
C 0.688894 0.647434 0.601270  -0.0869
C -0.321280 -0.423700 0.324435  -0.0574
C -1.386806 0.077223 -0.256222  -0.1209
O -1.462495 1.458873 -0.281224  -0.0829
O -0.280906 2.001426 0.303392  -0.0846
H 2.069031 1.631485 -1.061773  0.1504
H 0.959446 0.852678 1.602380  0.1232
H -0.263049 -1.483193 0.689027  0.1352
H -2.308315 -0.433820 -0.660350  0.1537

Atomic forces in eV per Å
O 3.122 -3.045 0.417
C -3.565 2.302 -1.364
C -1.858 3.363 -1.445
C 1.176 -1.457 0.704
C -1.689 1.149 -0.191
O -0.358 -1.038 -0.791
O 1.911 -2.892 0.390
H -0.517 -0.221 1.181
H 0.277 -0.223 1.234
H 0.275 1.280 -0.790
H 1.225 0.783 0.656



6.
Molecular formula: C4H4O3
Method: DFT, wB97M-V/def2-TZVPD

Results
Energy relative to the best compared isomer or geometry (same formula, charge and spin), eV: 3.187

Last column: Löwdin charge in e.
CARTESIAN COORDINATES (ANGSTROEM)
C 0.689792 0.417504 1.698046  -0.0027
C 0.644272 -0.028009 0.266942  -0.3707
O 1.544013 -0.582285 -0.329440  0.1091
C -0.669907 0.214143 -0.485543  -0.3699
O -1.635592 0.741418 0.032490  0.1045
C -0.605933 -0.066412 -1.941669  0.0445
O -1.093659 -1.238082 -2.226622  0.0797
H 0.515604 1.497481 1.749798  0.0975
H 1.655742 0.165487 2.138701  0.0892
H -0.123063 -0.054705 2.259254  0.0959
H -1.067302 -1.357752 -3.190824  0.1230

Atomic forces in eV per Å
C 0.065 -0.004 0.034
C 0.411 -0.210 -0.034
O -0.462 0.249 0.296
C -0.310 0.264 0.109
O 0.408 -0.288 -0.269
C -0.224 -0.259 0.003
O 0.175 0.307 -0.089
H 0.010 -0.134 -0.018
H -0.136 0.027 -0.098
H 0.090 0.059 -0.089
H -0.027 -0.012 0.154



7.
Molecular formula: C4H4O3
Method: DFT, wB97M-V/def2-TZVPD

Results
Structure (SMILES): O=CC1(C=O)CO1
Energy relative to the best compared isomer or geometry (same formula, charge and spin), eV: 2.553

Last column: Löwdin charge in e.
CARTESIAN COORDINATES (ANGSTROEM)
O -0.810664 -1.410242 -1.656335  0.0964
C -0.653073 -1.262536 -0.469305  -0.1523
C 0.065437 -0.030135 0.007391  -0.3657
C -0.135201 1.081060 -1.008813  -0.1657
O -1.203155 1.638774 -1.040903  0.0951
C 0.534465 0.241391 1.370924  -0.0524
O 1.355825 -0.455414 0.449135  0.0069
H -0.895659 -2.052720 0.257134  0.1411
H 0.673667 1.305510 -1.726952  0.1442
H 0.919149 1.240181 1.579010  0.1279
H 0.149210 -0.295869 2.238714  0.1246

Atomic forces in eV per Å
O -0.164 -0.068 0.563
C -0.117 -0.133 -0.406
C -0.013 0.019 -0.224
C -0.308 0.193 0.047
O 0.596 -0.131 0.000
C -0.128 0.138 0.170
O 0.294 0.119 -0.154
H 0.008 0.008 0.117
H 0.044 0.030 0.154
H -0.333 -0.061 0.019
H 0.121 -0.114 -0.287



8.
Molecular formula: C4H4O3
Method: DFT, wB97M-V/def2-TZVPD

Results
Structure (SMILES): O=C=COCC=O
Energy relative to the best compared isomer or geometry (same formula, charge and spin), eV: 3.831

Last column: Löwdin charge in e.
CARTESIAN COORDINATES (ANGSTROEM)
O 1.719428 3.027564 1.206969  0.2094
C 0.856717 2.442807 0.707432  -0.1795
C -0.053867 1.704903 0.162317  0.0215
O 0.401953 0.217564 -0.267504  -0.1023
C -0.347757 -0.821891 0.091141  -0.2949
C 0.011764 -1.956413 -0.869184  -0.2450
O 0.885681 -2.023126 -1.687726  0.0871
H -1.016296 2.076775 -0.000986  0.0900
H -0.210177 -1.091018 1.158355  0.1284
H -1.548901 -0.778954 0.111991  0.1640
H -0.698546 -2.798211 -0.612805  0.1214

Atomic forces in eV per Å
O -0.064 0.346 -0.035
C 1.391 -0.252 0.604
C 0.905 -4.409 -0.885
O 0.109 6.476 -0.010
C -2.810 -1.386 0.862
C -0.708 -1.018 1.216
O -0.646 0.364 0.463
H -1.296 -0.037 -0.525
H 0.385 -0.524 -0.304
H 2.195 0.485 -0.762
H 0.540 -0.045 -0.623